Entry 1:
Here is one molecule with the formula C4H8N2 from the OMol25 dataset. Energies are from ωB97M-V with the def2-TZVPD basis set.

Structure (XYZ):
```
14
Properties=species:S:1:pos:R:3:forces:R:3:lowdin_charge:R:1
C 2.037754 0.057675 0.284034 0.0 0.0 0.0 -0.097
C 0.583963 0.506562 0.165444 0.3 -0.1 0.3 -0.306
N -0.166182 -0.349705 -0.745472 0.0 0.0 0.0 -0.090
C -1.583011 -0.063430 -0.724670 -0.2 0.0 -0.1 -0.230
C -2.248324 -0.399442 0.562085 -0.4 -0.3 0.9 -0.210
N -2.705199 -0.702523 1.581832 0.4 0.3 -1.1 0.133
H 2.528235 0.074707 -0.693127 0.0 0.0 0.1 0.073
H 2.101519 -0.960334 0.686639 0.0 0.1 -0.1 0.073
H 2.599875 0.706281 0.965609 -0.2 -0.1 -0.2 0.073
H 0.140308 0.547883 1.177638 0.0 -0.1 -0.2 0.109
H 0.532560 1.518588 -0.243198 0.1 0.0 0.0 0.113
H 0.003709 -1.336302 -0.574191 0.0 0.2 0.1 0.116
H -2.088486 -0.606236 -1.528510 0.0 0.0 0.1 0.119
H -1.736727 1.006271 -0.914112 0.0 -0.2 0.0 0.122
```
Forces are in eV/Å.

## Properties
**Multiplicity**: 1
**Gap between HOMO and LUMO**: 10.685 eV
**Energy above the lowest of the compared OMol25 structures with the same formula, charge and spin**: 49.5 kJ/mol
**Calculated total energy**: -266.7031 a.u.
**E_HOMO**: -9.7 eV


Entry 2:
Here is C4H8N2 as an isolated structure from the OMol25 dataset. Energies are from ωB97M-V with the def2-TZVPD basis set.

Structure (XYZ):
```
14
Properties=species:S:1:pos:R:3:forces:R:3:lowdin_charge:R:1
C -0.202670 -0.964261 0.141673 -0.7 -1.5 1.1 -0.190
C 0.883004 -0.278312 0.046912 2.4 3.8 -1.1 -0.149
C -1.666750 -0.512507 0.036055 3.4 2.1 0.8 -0.053
C 0.934298 1.159986 -0.378543 -0.2 -0.4 -1.0 -0.125
N 2.753885 -0.591177 0.350613 -0.6 0.7 -1.2 -0.114
N 3.638388 0.010401 -0.173422 -2.0 -1.0 0.9 0.061
H 0.007492 -1.919358 0.520485 -0.4 -1.9 0.4 0.074
H -2.111240 -0.678030 1.014495 -0.4 0.1 -0.2 0.076
H -2.090786 -1.035567 -0.761054 -1.2 -0.6 -1.1 0.048
H -1.492251 0.583150 -0.187155 -1.2 -1.1 0.2 0.080
H 1.942286 1.315042 -0.741596 0.4 0.5 -0.1 0.025
H 0.746438 1.816344 0.450960 0.0 0.4 0.5 0.072
H 0.251996 1.469687 -1.213837 0.5 -0.6 0.7 0.092
H 2.864818 -1.320489 1.054325 0.1 -0.4 0.2 0.103
```
Forces are in eV/Å.

## Properties
**Multiplicity**: 1
**Gap between HOMO and LUMO**: 9.117 eV
**Energy above the lowest of the compared OMol25 structures with the same formula, charge and spin**: 432.7 kJ/mol
**Calculated total energy**: -266.5572 a.u.
**E_HOMO**: -8.1 eV


Entry 3:
Here is one molecule with the formula C4H8N2 from the OMol25 dataset. Energies are from ωB97M-V with the def2-TZVPD basis set.

Structure (XYZ):
```
14
Properties=species:S:1:pos:R:3:forces:R:3:lowdin_charge:R:1
C -0.638574 -0.887730 0.890434 -0.1 -0.1 0.1 -0.108
N -0.238555 -0.365570 -0.404262 0.0 0.0 0.0 -0.285
C 1.064813 -0.842270 -0.826193 0.1 -0.1 -0.1 -0.108
C -0.430457 1.065278 -0.560145 0.0 0.1 -0.1 -0.192
C -0.310587 1.873979 0.676583 0.1 0.5 0.9 -0.213
N -0.280605 2.499421 1.649278 0.0 -0.6 -0.9 0.143
H -0.480166 -1.969904 0.898678 -0.1 0.1 0.0 0.084
H -1.702749 -0.698038 1.065889 0.1 0.0 0.0 0.092
H -0.069427 -0.450436 1.729304 -0.1 -0.1 -0.1 0.084
H 1.894486 -0.550131 -0.158868 -0.1 0.0 0.0 0.091
H 1.279527 -0.473824 -1.834671 0.0 0.0 0.2 0.083
H 1.035067 -1.935832 -0.877854 0.0 0.2 0.0 0.085
H -1.423595 1.278947 -0.973994 0.1 0.0 0.1 0.125
H 0.300822 1.456109 -1.274179 -0.1 -0.1 0.0 0.119
```
Forces are in eV/Å.

## Properties
**Multiplicity**: 1
**Gap between HOMO and LUMO**: 9.959 eV
**Energy above the lowest of the compared OMol25 structures with the same formula, charge and spin**: 88.7 kJ/mol
**Calculated total energy**: -266.6882 a.u.
**E_HOMO**: -9.1 eV


Entry 4:
Here is one molecule with the formula C4H8N2 from the OMol25 dataset. Energies are from ωB97M-V with the def2-TZVPD basis set.

Structure (XYZ):
```
14
Properties=species:S:1:pos:R:3:forces:R:3:lowdin_charge:R:1
C -2.132486 0.389880 0.708061 -0.4 0.1 0.2 -0.137
N -0.701903 0.483734 0.607737 0.0 -0.4 -0.5 -0.029
C -0.275664 0.446494 -0.582511 -0.1 -0.3 0.2 -0.162
C 0.942861 -0.343746 -0.855156 0.1 0.1 -0.2 -0.305
C 2.175000 -0.075680 -0.087046 0.4 0.2 0.0 -0.150
N 1.364854 -1.234548 0.225927 0.1 -0.1 0.1 0.017
H -2.273815 -0.698812 0.724877 -0.5 0.2 0.2 0.088
H -2.671126 0.767472 -0.175390 0.0 0.1 0.2 0.076
H -2.512597 0.803986 1.637100 -0.1 0.1 0.0 0.069
H -0.890776 0.774184 -1.435135 0.0 -0.3 0.1 0.119
H 0.943582 -0.797294 -1.842747 0.3 0.2 0.0 0.130
H 3.137417 -0.277664 -0.542390 0.0 0.0 0.1 0.096
H 2.114317 0.784156 0.577499 0.1 -0.1 -0.1 0.108
H 0.780332 -1.022165 1.039177 0.1 0.0 -0.2 0.079
```
Forces are in eV/Å.

## Properties
**Multiplicity**: 1
**Gap between HOMO and LUMO**: 10.052 eV
**Energy above the lowest of the compared OMol25 structures with the same formula, charge and spin**: 217.6 kJ/mol
**Calculated total energy**: -266.6391 a.u.
**E_HOMO**: -9.0 eV


Entry 5:
Here is one molecule with the formula C4H8N2 from the OMol25 dataset. Energies are from ωB97M-V with the def2-TZVPD basis set.

Structure (XYZ):
```
14
Properties=species:S:1:pos:R:3:forces:R:3:lowdin_charge:R:1
C -0.739645 0.690880 -1.741277 -2.9 -0.5 -2.3 -0.131
N 0.183593 0.389411 -0.694106 1.0 -2.6 -0.6 -0.276
C 0.001470 -1.000193 -0.311675 -3.1 -1.4 0.0 -0.180
C 0.392991 -1.124051 1.213770 3.4 -1.0 -1.8 -0.126
C 0.387479 0.329836 1.450758 -0.7 -0.9 1.0 -0.189
N 0.098729 1.043549 0.466785 -0.1 3.8 -0.1 0.045
H -1.741173 0.551727 -1.197733 0.6 1.2 -1.2 0.083
H -0.525652 1.654919 -2.288212 -0.6 -0.9 1.1 0.082
H -0.973257 -0.132522 -2.710973 1.8 1.9 3.1 0.153
H 0.633329 -1.504002 -0.926950 1.7 -2.2 -1.6 0.063
H -1.147180 -1.305247 -0.730094 2.6 0.4 1.9 0.157
H 1.453601 -1.736263 1.470484 -2.3 1.9 -1.3 0.165
H -0.207269 -1.650722 1.889514 -1.6 -0.6 0.6 0.066
H 0.277563 0.712551 2.415762 0.3 0.9 1.3 0.088
```
Forces are in eV/Å.

## Properties
**Multiplicity**: 1
**Gap between HOMO and LUMO**: 9.430 eV
**Energy above the lowest of the compared OMol25 structures with the same formula, charge and spin**: 358.2 kJ/mol
**Calculated total energy**: -266.5856 a.u.
**E_HOMO**: -8.4 eV


Please write out number 4 again, unchanged.
Here is one molecule with the formula C4H8N2 from the OMol25 dataset. Energies are from ωB97M-V with the def2-TZVPD basis set.

Structure (XYZ):
```
14
Properties=species:S:1:pos:R:3:forces:R:3:lowdin_charge:R:1
C -2.132486 0.389880 0.708061 -0.4 0.1 0.2 -0.137
N -0.701903 0.483734 0.607737 0.0 -0.4 -0.5 -0.029
C -0.275664 0.446494 -0.582511 -0.1 -0.3 0.2 -0.162
C 0.942861 -0.343746 -0.855156 0.1 0.1 -0.2 -0.305
C 2.175000 -0.075680 -0.087046 0.4 0.2 0.0 -0.150
N 1.364854 -1.234548 0.225927 0.1 -0.1 0.1 0.017
H -2.273815 -0.698812 0.724877 -0.5 0.2 0.2 0.088
H -2.671126 0.767472 -0.175390 0.0 0.1 0.2 0.076
H -2.512597 0.803986 1.637100 -0.1 0.1 0.0 0.069
H -0.890776 0.774184 -1.435135 0.0 -0.3 0.1 0.119
H 0.943582 -0.797294 -1.842747 0.3 0.2 0.0 0.130
H 3.137417 -0.277664 -0.542390 0.0 0.0 0.1 0.096
H 2.114317 0.784156 0.577499 0.1 -0.1 -0.1 0.108
H 0.780332 -1.022165 1.039177 0.1 0.0 -0.2 0.079
```
Forces are in eV/Å.

## Properties
**Multiplicity**: 1
**Gap between HOMO and LUMO**: 10.052 eV
**Energy above the lowest of the compared OMol25 structures with the same formula, charge and spin**: 217.6 kJ/mol
**Calculated total energy**: -266.6391 a.u.
**E_HOMO**: -9.0 eV


Please write out number 5 again, unchanged.
Here is one molecule with the formula C4H8N2 from the OMol25 dataset. Energies are from ωB97M-V with the def2-TZVPD basis set.

Structure (XYZ):
```
14
Properties=species:S:1:pos:R:3:forces:R:3:lowdin_charge:R:1
C -0.739645 0.690880 -1.741277 -2.9 -0.5 -2.3 -0.131
N 0.183593 0.389411 -0.694106 1.0 -2.6 -0.6 -0.276
C 0.001470 -1.000193 -0.311675 -3.1 -1.4 0.0 -0.180
C 0.392991 -1.124051 1.213770 3.4 -1.0 -1.8 -0.126
C 0.387479 0.329836 1.450758 -0.7 -0.9 1.0 -0.189
N 0.098729 1.043549 0.466785 -0.1 3.8 -0.1 0.045
H -1.741173 0.551727 -1.197733 0.6 1.2 -1.2 0.083
H -0.525652 1.654919 -2.288212 -0.6 -0.9 1.1 0.082
H -0.973257 -0.132522 -2.710973 1.8 1.9 3.1 0.153
H 0.633329 -1.504002 -0.926950 1.7 -2.2 -1.6 0.063
H -1.147180 -1.305247 -0.730094 2.6 0.4 1.9 0.157
H 1.453601 -1.736263 1.470484 -2.3 1.9 -1.3 0.165
H -0.207269 -1.650722 1.889514 -1.6 -0.6 0.6 0.066
H 0.277563 0.712551 2.415762 0.3 0.9 1.3 0.088
```
Forces are in eV/Å.

## Properties
**Multiplicity**: 1
**Gap between HOMO and LUMO**: 9.430 eV
**Energy above the lowest of the compared OMol25 structures with the same formula, charge and spin**: 358.2 kJ/mol
**Calculated total energy**: -266.5856 a.u.
**E_HOMO**: -8.4 eV


Q: Look up the E_HOMO of the second one.
A: -8.1 eV


Copy entry 5 word for word.
Here is one molecule with the formula C4H8N2 from the OMol25 dataset. Energies are from ωB97M-V with the def2-TZVPD basis set.

Structure (XYZ):
```
14
Properties=species:S:1:pos:R:3:forces:R:3:lowdin_charge:R:1
C -0.739645 0.690880 -1.741277 -2.9 -0.5 -2.3 -0.131
N 0.183593 0.389411 -0.694106 1.0 -2.6 -0.6 -0.276
C 0.001470 -1.000193 -0.311675 -3.1 -1.4 0.0 -0.180
C 0.392991 -1.124051 1.213770 3.4 -1.0 -1.8 -0.126
C 0.387479 0.329836 1.450758 -0.7 -0.9 1.0 -0.189
N 0.098729 1.043549 0.466785 -0.1 3.8 -0.1 0.045
H -1.741173 0.551727 -1.197733 0.6 1.2 -1.2 0.083
H -0.525652 1.654919 -2.288212 -0.6 -0.9 1.1 0.082
H -0.973257 -0.132522 -2.710973 1.8 1.9 3.1 0.153
H 0.633329 -1.504002 -0.926950 1.7 -2.2 -1.6 0.063
H -1.147180 -1.305247 -0.730094 2.6 0.4 1.9 0.157
H 1.453601 -1.736263 1.470484 -2.3 1.9 -1.3 0.165
H -0.207269 -1.650722 1.889514 -1.6 -0.6 0.6 0.066
H 0.277563 0.712551 2.415762 0.3 0.9 1.3 0.088
```
Forces are in eV/Å.

## Properties
**Multiplicity**: 1
**Gap between HOMO and LUMO**: 9.430 eV
**Energy above the lowest of the compared OMol25 structures with the same formula, charge and spin**: 358.2 kJ/mol
**Calculated total energy**: -266.5856 a.u.
**E_HOMO**: -8.4 eV